The following is a quantum chemistry calculation of 3 unconnected molecules or ions with the total composition C15H32FNO15PS3 at a distorted geometry, from the OMol25 dataset.

Properties
Total energy ... -92771.1033 eV
Charge ... +1
HOMO ... -0.45493 Eh
Spin multiplicity ... 1

Last column: Mulliken charge in e.
CARTESIAN COORDINATES (ANGSTROEM)
O (0.01, -0.81, 4.28)  -0.635
S (-0.13, 0.22, 3.08)  0.950
O (0.81, 1.40, 3.46)  -0.542
C (0.54, -0.65, 1.58)  -0.634
C (0.34, 0.07, 0.14)  1.108
C (-0.80, 1.17, -0.19)  -1.151
O (-2.06, 1.09, 0.56)  -0.064
C (-2.69, 2.40, 0.39)  -0.290
O (-4.14, 2.45, 0.52)  -0.355
C (-4.77, 1.15, 0.75)  -0.387
C (-4.91, 0.21, -0.62)  0.470
O (-5.86, 0.73, -1.61)  -0.533
C (0.14, -1.21, -0.88)  -0.758
P (-1.53, -2.13, -0.99)  0.586
O (-1.12, -3.82, -1.36)  -0.447
O (-2.39, -1.54, -2.40)  -0.595
S (-2.57, -2.18, 0.65)  -0.223
C (0.86, -0.71, -2.31)  -0.767
N (1.69, 0.50, -1.84)  -0.115
C (1.90, 0.43, -0.32)  -0.870
S (2.69, 2.01, 0.24)  1.344
O (3.99, 1.77, 1.10)  -0.580
O (1.81, 2.97, 1.07)  -0.512
F (3.27, 2.81, -1.20)  -0.331
H (-1.49, 0.56, 3.04)  0.161
H (1.71, -0.77, 1.75)  0.370
H (0.12, -1.77, 1.61)  0.346
H (-1.09, 1.04, -1.34)  0.193
H (-0.41, 2.29, -0.12)  0.405
H (-2.24, 3.11, 1.24)  0.266
H (-2.42, 2.95, -0.63)  0.280
H (-5.91, 1.38, 1.05)  0.342
H (-4.34, 0.54, 1.67)  0.175
H (-3.84, 0.23, -1.14)  -0.370
H (-5.18, -0.89, -0.24)  0.265
H (-5.75, 0.11, -2.41)  0.327
H (0.92, -1.99, -0.50)  0.500
H (-0.83, -4.21, -0.47)  0.383
H (-3.37, -1.69, -2.28)  0.365
H (1.65, -1.52, -2.64)  0.388
H (0.13, -0.29, -3.15)  0.355
H (2.63, 0.34, -2.29)  0.445
H (1.19, 1.38, -2.18)  0.455
H (2.73, -0.38, -0.14)  0.521
C (2.36, 5.41, 2.35)  -0.314
O (2.02, 6.41, 1.39)  -0.211
C (2.60, 7.62, 1.61)  0.714
O (3.36, 7.89, 2.53)  -0.529
O (2.19, 8.47, 0.64)  -0.315
C (2.73, 9.79, 0.74)  -0.617
H (1.84, 4.49, 2.07)  -0.011
H (3.44, 5.22, 2.33)  0.286
H (2.03, 5.71, 3.35)  0.341
H (3.82, 9.76, 0.66)  0.288
H (2.42, 10.26, 1.68)  0.291
H (2.33, 10.38, -0.09)  0.222
C (2.68, -9.62, -0.63)  -0.606
O (1.52, -9.46, -1.44)  -0.309
C (0.80, -8.34, -1.18)  0.746
O (1.07, -7.50, -0.33)  -0.561
O (-0.27, -8.32, -2.01)  -0.301
C (-1.12, -7.19, -1.84)  -0.495
H (3.18, -10.54, -0.93)  0.225
H (3.37, -8.79, -0.79)  0.285
H (2.41, -9.70, 0.43)  0.290
H (-0.58, -6.26, -2.05)  0.171
H (-1.55, -7.17, -0.83)  0.286
H (-1.95, -7.27, -2.56)  0.283